# C4H7NO2

The molecule C4H7NO2 in a non-equilibrium geometry (the ωB97M-V functional and the def2-TZVPD basis, the OMol25 dataset).

## Properties
Total energy = -361.74403 hartree
Strongest force on any atom = 1.16 eV Å⁻¹
Energy above the lowest of the compared OMol25 structures with the same formula, charge and spin = 3.7233 eV
HOMO energy = -9.70 eV
SMILES string = C/C(=N\O)[C@H]1CO1

ORCA input file:
```
! wB97M-V def2-TZVPD RIJCOSX def2/J DEFGRID3
* xyz 0 1
C -1.35799 -1.05960 -0.36625
C -0.37492 0.00677 -0.06485
N -0.62578 1.01390 0.67590
O -1.96496 1.04995 1.03709
C 1.01308 -0.19377 -0.54616
C 2.12723 0.57266 -0.02769
O 1.94375 -0.78221 0.35366
H -2.32696 -0.66530 -0.69382
H -0.97409 -1.75246 -1.12548
H -1.40603 -1.50630 0.64922
H -2.03220 1.84922 1.57510
H 1.09059 -0.59113 -1.55225
H 2.98578 0.76858 -0.66307
H 1.90251 1.28967 0.74859
*
```

Results of the Löwdin charge analysis, in e, for atoms 1 through 8: -0.02, -0.32, 0.05, -0.06, -0.27, -0.11, -0.02, 0.09